{
  "formula": "H37O18",
  "method": "ωB97M-V/def2-TZVPD",
  "elements": ["O", "H", "H", "O", "H", "O", "H", "H", "O", "H", "H", "O", "H", "H", "O", "H", "H", "O", "H", "H", "O", "H", "H", "O", "H", "H", "O", "H", "H", "O", "H", "H", "O", "H", "H", "O", "H", "H", "O", "H", "H", "O", "H", "H", "O", "H", "H", "O", "H", "H", "O", "H", "H", "H", "H"],
  "coordinates": [[-0.9617, -2.7729, -1.2079], [5.8007, -0.3365, -1.5811], [-1.4026, -2.7945, -2.3082], [0.9683, -1.3989, 2.2410], [-0.1108, 4.7417, 2.5970], [-0.7714, 3.5951, -0.8569], [-1.4060, 3.0291, -1.2666], [-1.7159, -1.8486, 4.3290], [-3.1838, 0.4147, 4.4330], [1.5810, -2.0834, 2.4606], [-3.6428, 0.0718, 5.2514], [2.5197, 4.3820, 2.8211], [1.7611, 3.8304, 2.7366], [-0.8121, -2.8882, -4.3054], [-0.0719, 3.9152, 3.0512], [-0.5638, 3.1528, 2.6837], [-1.4126, -0.0754, 0.5381], [1.3826, 1.2276, 0.6321], [1.8396, -4.5641, -2.7975], [1.0319, 1.2212, 5.0311], [2.9086, -0.8385, -0.0525], [3.7898, -0.7206, -0.4910], [2.3228, -0.3695, -0.6527], [-2.3952, 2.2363, -4.2467], [-2.1110, 3.1495, -4.1894], [-0.3195, -2.0649, 3.5932], [-0.6924, -0.6166, -0.0789], [0.5514, 0.7117, 0.6695], [-3.0880, 1.3339, 4.6906], [-2.2052, -0.2027, 2.0952], [-1.5011, -0.0138, 2.7516], [-2.3188, -1.0488, 2.5396], [0.0784, -1.1674, -3.5595], [0.4597, -0.2586, -3.7542], [0.0347, -2.7192, -1.4079], [4.9118, 0.0176, -1.7573], [-2.9121, 2.2566, -5.0695], [4.8476, -0.2077, -2.6716], [-1.5213, -2.9468, -3.6679], [-0.2339, -1.1755, 0.6575], [-2.0902, -2.1082, -3.8718], [-3.5650, -1.2612, -3.7802], [0.7898, -1.7626, -3.9221], [-3.9288, -0.4829, -3.3017], [-1.2614, -2.2223, 3.5325], [-3.4602, -0.8646, -4.6511], [3.0948, 4.2166, 2.1107], [1.5153, 0.9472, 4.2819], [-0.1452, 2.8341, -0.6553], [1.9513, 1.5183, 3.6929], [1.6754, -3.6351, -3.0423], [1.4900, -0.6007, 2.1036], [2.3383, -3.0609, -2.7331], [1.1369, 2.1215, 1.0102], [-0.9768, -1.8132, -0.6546]],
  "atomic_forces_ev_per_a": [[1.587, 0.971, -1.113], [-0.220, 0.361, 0.413], [1.404, -0.091, 0.899], [-0.996, 0.533, -0.409], [-0.639, 0.472, -0.999], [1.887, -1.773, 0.834], [-1.530, -0.068, -0.780], [0.978, -0.598, -0.755], [-0.883, -0.685, 2.101], [0.852, -0.650, -0.025], [0.599, 0.249, -1.324], [0.265, 1.011, 1.469], [-1.067, -0.539, -0.014], [0.470, -0.199, 0.228], [0.182, -2.180, 1.077], [0.033, 1.500, -0.172], [1.464, -2.331, -1.260], [-1.164, 1.664, 0.918], [0.276, 0.823, -0.042], [-0.267, 1.548, 0.757], [0.922, -0.597, -0.584], [-0.978, -0.017, 0.443], [-0.048, 0.270, 0.165], [-0.391, -0.113, -0.585], [0.246, 0.298, 0.262], [0.279, 0.436, 0.149], [-0.652, 0.512, 3.328], [0.502, 0.353, -0.292], [0.163, 0.430, -0.254], [1.198, 0.794, 0.183], [-0.174, 0.986, -0.589], [-0.784, -1.125, -0.657], [2.570, 1.693, -1.001], [-0.801, -1.431, 0.389], [-1.758, -0.718, -0.064], [1.058, -0.302, 0.669], [0.151, -0.196, 0.338], [-0.513, -0.033, -1.219], [-2.580, 0.989, 0.026], [-0.540, 1.381, -0.833], [0.767, -1.784, 0.700], [-0.423, 1.298, 0.112], [-0.897, 0.667, 0.623], [0.396, -0.839, 0.058], [-1.582, -0.009, 1.114], [-0.068, -0.179, -0.413], [1.169, -0.341, -1.423], [-0.194, -3.406, -0.678], [-0.314, 1.717, -0.106], [0.474, 1.954, -0.130], [-1.926, -1.244, -0.719], [0.381, 0.083, 0.082], [1.639, 0.557, 0.904], [0.475, -1.423, -0.553], [-1.001, -0.682, -1.248]],
  "relative_energy_kj_mol": 501.04,
  "e_homo_ev": -13.2,
  "total_charge": 1,
  "gap_ha": 0.3857,
  "largest_force_ev_per_a": 3.48
}

{
  "formula": "CH2LiOTb",
  "method": "ωB97M-V/def2-TZVPD",
  "elements": ["H", "O", "C", "Li", "Tb", "H"],
  "coordinates": [[-0.6922, -1.8895, -1.4444], [-1.9887, 0.5123, 0.2555], [-1.5966, 0.0516, 1.3823], [-1.9979, 2.1587, 1.5928], [-1.9426, -0.2376, -2.0178], [-1.5615, -1.0684, 1.3699]],
  "atomic_forces_ev_per_a": [[-1.093, 1.334, -0.688], [-0.181, -0.046, -3.132], [-0.256, -0.202, 0.842], [0.214, -0.419, 0.406], [1.054, -1.049, 2.481], [0.262, 0.382, 0.092]],
  "relative_energy_kj_mol": 0.00,
  "multiplicity": 7,
  "e_homo_ev": [-16.6, -16.6],
  "total_charge": 2,
  "gap_ha": [0.2238, 0.2192],
  "largest_force_ev_per_a": 3.14
}

{
  "formula": "C8H10LuO5",
  "method": "ωB97M-V/def2-TZVPD",
  "elements": ["O", "C", "Lu", "O", "C", "C", "O", "C", "O", "C", "C", "O", "C", "C", "H", "H", "H", "H", "H", "H", "H", "H", "H", "H"],
  "coordinates": [[-2.6401, -0.6463, -2.4063], [-1.7857, -1.0679, -1.7285], [-0.1967, -1.2528, -0.2712], [1.6726, -2.1173, -3.0736], [1.0098, -1.9411, -2.1457], [-1.3624, -3.1066, 0.3169], [-2.0066, -3.9497, 0.7354], [1.4160, -2.1951, 0.7907], [2.3018, -2.5190, 1.4600], [1.6472, 2.3811, -0.5689], [1.3315, 1.0427, 0.0086], [-0.0599, 0.7979, -0.4065], [-1.1769, 1.2376, 0.5198], [-1.4032, 0.2749, 1.6568], [1.5790, 2.3459, -1.6596], [2.6660, 2.5951, -0.2705], [0.9739, 3.1540, -0.1768], [1.9757, 0.2208, -0.4207], [1.3431, 0.9855, 1.1059], [-0.7683, 2.2123, 0.8173], [-2.0405, 1.3369, -0.1864], [-0.5004, 0.1212, 2.2700], [-2.1473, 0.7784, 2.2800], [-1.8286, -0.6883, 1.3531]],
  "atomic_forces_ev_per_a": [[4.976, -2.612, 3.892], [-8.091, 2.952, -6.809], [0.593, 3.187, 0.970], [-3.151, 0.725, 4.344], [4.090, -1.204, -5.798], [-3.881, -5.077, 2.359], [2.283, 2.823, -1.536], [7.841, -3.614, 5.611], [-4.311, 1.474, -3.294], [0.750, 0.190, -0.062], [-0.463, 0.211, 0.326], [-1.228, -1.116, -0.243], [0.572, 1.197, -1.385], [0.644, 0.537, -0.115], [0.065, 0.082, 0.170], [0.272, 0.495, -0.103], [0.250, -0.196, -0.029], [-0.378, 0.382, 0.073], [0.347, 0.167, -0.124], [-0.895, -0.126, 0.378], [0.647, 0.232, 0.852], [-0.191, 0.030, 0.075], [-0.144, -0.459, 0.278], [-0.597, -0.283, 0.169]],
  "relative_energy_kj_mol": 205.24,
  "e_homo_ev": -23.4,
  "total_charge": 3,
  "gap_ha": 0.3053,
  "largest_force_ev_per_a": 10.98
}

{
  "formula": "C19H20N2O5",
  "method": "ωB97M-V/def2-TZVPD",
  "elements": ["C", "N", "C", "C", "C", "C", "C", "C", "C", "H", "H", "H", "H", "H", "H", "H", "H", "H", "H", "C", "C", "O", "C", "C", "C", "O", "C", "C", "C", "C", "N", "O", "O", "C", "C", "O", "H", "H", "H", "H", "H", "H", "H", "H", "H", "H"],
  "coordinates": [[-1.3021, 2.6353, -2.9597], [-0.3066, 1.7821, -2.3100], [1.0212, 2.1607, -2.5282], [2.0064, 1.3126, -1.9860], [3.3542, 1.5291, -2.1753], [3.7905, 2.6218, -2.9320], [2.8510, 3.4690, -3.5205], [1.4733, 3.2466, -3.3425], [-0.7215, 1.2528, -0.9115], [-0.9843, 2.8302, -3.9901], [-2.2636, 2.1014, -2.9897], [-1.4830, 3.6364, -2.5023], [1.6402, 0.4426, -1.4461], [4.0531, 0.8304, -1.7260], [4.8514, 2.7852, -3.0805], [3.1990, 4.3158, -4.1223], [0.7656, 3.9309, -3.8192], [-0.1211, 1.8330, -0.2280], [-1.6798, 1.7421, -0.8351], [-3.3589, 2.2669, 3.0916], [-2.3364, 1.1899, 2.8702], [-2.1737, 1.0234, 1.4440], [-1.2060, 0.1309, 1.1654], [-0.9866, -0.1236, -0.3615], [-0.0480, -1.3915, -0.5421], [0.5562, -1.5345, -1.5869], [0.0901, -2.4868, 0.5262], [-0.9330, -3.0790, 1.3046], [-0.6934, -4.2017, 2.1014], [0.6169, -4.7189, 2.2055], [0.9590, -5.7554, 3.1286], [2.1592, -6.1176, 3.1811], [0.0789, -6.2649, 3.8567], [1.6501, -4.1458, 1.4502], [1.3748, -3.0606, 0.6353], [-0.5147, -0.3614, 2.0364], [-3.5181, 2.4012, 4.1655], [-3.0077, 3.2232, 2.6844], [-4.3203, 2.0117, 2.6415], [-1.3643, 1.4543, 3.3092], [-2.6531, 0.2336, 3.2989], [-1.9106, -0.5813, -0.7124], [-1.9546, -2.6897, 1.2848], [-1.4793, -4.6980, 2.6733], [2.6571, -4.5416, 1.5233], [2.1726, -2.6407, 0.0298]],
  "atomic_forces_ev_per_a": [[-0.386, -0.202, 0.075], [-0.686, -0.465, 0.623], [1.159, -0.221, -0.350], [-0.470, 0.124, 0.138], [-0.037, 0.320, -0.074], [-0.190, -0.078, -0.066], [-0.212, -0.360, 0.273], [-0.292, -0.333, 0.521], [0.182, 2.857, -2.222], [-0.167, -0.240, 0.193], [0.288, 0.199, -0.043], [0.291, -0.523, 0.111], [0.362, 0.191, -0.101], [0.059, 0.148, -0.123], [-0.077, 0.052, -0.004], [-0.268, -0.338, 0.215], [0.285, -0.279, 0.233], [0.604, -0.167, 0.439], [-0.463, 0.030, 0.287], [-0.110, 0.371, 0.090], [-0.007, 0.229, 0.371], [0.348, -0.771, -0.179], [0.910, -0.074, 0.272], [0.362, -2.399, 1.392], [0.408, 0.752, -0.432], [-0.562, 0.093, 0.972], [0.253, -1.007, 0.410], [-0.009, -0.001, -0.410], [0.755, -0.284, 0.250], [-0.388, 1.800, -1.241], [0.952, -2.631, 2.060], [-2.297, 0.784, -0.198], [1.296, 1.238, -1.563], [-0.408, -0.089, 0.419], [-0.419, 0.370, -0.528], [-0.606, 0.429, -0.952], [0.035, -0.025, -0.107], [-0.145, -0.207, 0.040], [0.092, 0.032, -0.028], [-0.304, -0.105, -0.144], [0.099, 0.119, -0.079], [-0.461, 0.412, -0.379], [0.350, -0.100, -0.086], [0.171, 0.348, -0.185], [-0.204, 0.061, 0.015], [-0.097, -0.061, 0.094]],
  "relative_energy_kj_mol": 612.80,
  "e_homo_ev": -7.8,
  "smiles": "CCOC(=O)[C@@H](CN(C)c1ccccc1)C(=O)c1ccc([N+](=O)[O-])cc1",
  "gap_ha": 0.2462,
  "largest_force_ev_per_a": 3.62
}

{
  "formula": "C19H56N10O7",
  "method": "ωB97M-V/def2-TZVPD",
  "elements": ["C", "O", "N", "N", "H", "H", "H", "H", "C", "O", "N", "N", "H", "H", "H", "H", "C", "O", "N", "N", "H", "H", "H", "H", "C", "C", "C", "O", "C", "N", "H", "H", "H", "H", "H", "H", "H", "H", "H", "H", "H", "C", "C", "C", "O", "C", "N", "H", "H", "H", "H", "H", "H", "H", "H", "H", "H", "H", "C", "C", "C", "O", "C", "N", "H", "H", "H", "H", "H", "H", "H", "H", "H", "H", "H", "C", "C", "C", "O", "C", "N", "H", "H", "H", "H", "H", "H", "H", "H", "H", "H", "H"],
  "coordinates": [[-3.0055, -3.0724, -0.3102], [-2.1846, -3.6767, 0.2753], [-4.0846, -3.6346, -0.8742], [-2.9662, -1.7787, -0.3903], [-4.7717, -3.0637, -1.3455], [-4.3498, -4.5809, -0.6415], [-3.8388, -1.3109, -0.5902], [-2.2651, -1.1990, 0.0485], [-0.6686, 2.2720, -2.5262], [-0.3013, 3.1971, -1.8217], [-0.6717, 2.2413, -3.8259], [-1.2145, 1.1812, -2.0949], [-0.1404, 2.9744, -4.2735], [-1.0357, 1.4401, -4.3216], [-1.4213, 0.4168, -2.7218], [-0.9514, 0.9747, -1.1419], [-0.5417, -0.3151, 0.0698], [-1.3853, 0.4804, -0.2616], [0.6825, -0.1326, -0.0926], [-0.7739, -1.4782, 0.5394], [1.4551, -0.7120, 0.2030], [0.9618, 0.6021, -0.7270], [0.1347, -1.9084, 0.6374], [-1.7004, -1.7180, 0.8623], [2.5889, -0.3204, 1.4161], [2.5486, -1.5201, 0.4824], [3.4901, -2.5957, 0.8227], [3.4220, -3.4877, -0.3356], [3.9528, -4.7085, -0.1107], [1.1655, -1.9721, 0.6677], [1.7303, 0.3003, 1.1600], [3.4434, 0.3125, 1.1764], [2.4609, -0.6457, 2.4485], [2.7545, -1.0404, -0.4745], [3.0701, -2.9213, 1.7744], [4.5124, -2.2208, 0.8706], [3.9604, -5.3108, -1.0192], [3.3325, -5.1612, 0.6628], [4.9904, -4.5308, 0.1718], [1.0155, -2.5417, 1.4882], [1.2794, -2.7840, 0.0779], [-0.2447, -0.4955, -2.8910], [0.9214, -1.5022, -2.8687], [2.1494, -0.7527, -2.2190], [2.6108, 0.3062, -3.0561], [3.4616, 1.1587, -2.4275], [0.5106, -2.7140, -2.2208], [-0.2268, 0.4995, -3.3357], [-0.4730, -0.2299, -1.8588], [-1.1173, -1.0207, -3.2794], [1.1316, -1.8419, -3.8829], [2.9845, -1.4372, -2.0703], [1.7632, -0.4376, -1.2496], [2.8579, 1.7680, -1.7549], [3.7139, 1.9081, -3.1778], [4.4210, 0.7997, -2.0549], [-0.1174, -3.1361, -2.8897], [1.3353, -3.2834, -2.3462], [-4.1866, 1.0593, 0.1847], [-3.3901, 1.8491, 1.2343], [-3.2066, 1.1233, 2.5793], [-4.4743, 0.7889, 3.1637], [-4.5157, 1.2000, 4.5160], [-2.0987, 2.2677, 0.6984], [-3.9735, -0.0042, 0.0771], [-3.8734, 1.5658, -0.7282], [-5.2496, 1.3006, 0.1819], [-3.8970, 2.7795, 1.4903], [-2.5552, 1.6304, 3.2910], [-2.5651, 0.2519, 2.4475], [-3.6225, 0.9360, 5.0822], [-5.4344, 0.8653, 4.9976], [-4.7056, 2.2729, 4.5473], [-1.5499, 1.4221, 0.6365], [-2.0934, 2.6201, -0.2481], [0.0793, 2.3364, 0.0745], [0.1519, 2.0528, 1.5119], [1.5657, 2.3753, 2.0422], [2.5829, 1.7931, 1.4033], [3.9158, 2.1802, 1.7579], [-0.9236, 2.8302, 2.1332], [0.8998, 1.8971, -0.4928], [0.0392, 3.3731, -0.2599], [-0.8475, 1.8990, -0.2966], [0.0408, 0.9744, 1.6253], [1.7327, 2.2553, 3.1127], [1.7231, 3.4307, 1.8199], [4.4876, 1.7268, 0.9482], [4.2886, 1.8423, 2.7249], [4.0817, 3.2566, 1.8016], [-0.9635, 3.7460, 1.7091], [-1.8241, 2.4621, 1.8617]],
  "atomic_forces_ev_per_a": [[-1.581, -0.356, -0.247], [3.157, -3.470, 2.147], [-1.932, -1.038, -1.230], [-2.983, 4.080, -2.025], [0.147, -0.255, 0.158], [0.308, 0.287, -0.036], [0.330, -0.425, -0.358], [-1.975, 0.036, -2.018], [-1.891, 0.798, 0.319], [0.270, 2.312, -4.279], [1.080, 2.222, -4.899], [-4.227, 5.673, -3.193], [-0.328, -0.270, -0.528], [0.202, 0.826, -0.361], [-2.390, 2.517, 0.965], [-0.229, 0.848, -2.165], [-0.676, -4.069, 1.949], [-5.033, -7.505, 5.259], [3.432, 5.217, -4.452], [-8.471, -0.220, 2.854], [-3.387, 2.878, -1.571], [-0.786, 0.072, 0.876], [-4.191, -0.102, -0.397], [2.076, -0.674, 1.620], [1.614, -1.844, 0.705], [2.705, 0.821, 3.434], [0.243, -0.046, -1.892], [-1.575, 2.800, 0.344], [0.866, -1.268, 0.530], [12.541, -10.026, 1.244], [1.330, -1.211, 1.342], [0.126, -2.001, 0.467], [0.563, 0.134, 0.338], [0.055, -1.559, 0.682], [0.762, -1.203, 0.125], [0.102, -0.113, 0.477], [-0.239, 0.069, -0.008], [0.527, -0.813, 0.230], [0.312, -0.756, 0.488], [1.135, 0.047, 1.805], [-1.094, -0.778, -1.451], [3.093, -4.567, -0.177], [0.476, 2.409, -1.925], [-0.365, -1.002, -2.126], [-1.481, -2.314, -0.750], [0.062, 2.616, -0.335], [0.524, -0.602, 0.911], [2.922, -2.389, -1.261], [1.436, -2.928, -1.474], [-0.308, -0.278, -0.171], [0.765, 0.864, -0.513], [0.155, -0.347, -0.282], [1.046, 0.104, -2.585], [0.485, -0.034, 1.085], [0.327, 0.004, -0.216], [-0.169, -0.585, 0.427], [-0.620, -0.231, 0.273], [0.263, -0.718, 0.490], [-0.459, 1.200, -0.567], [-1.002, -0.080, -0.299], [0.051, -0.426, 0.131], [0.842, -0.198, -0.148], [-0.969, 0.773, -0.120], [-9.302, -0.997, -5.593], [-0.317, 1.036, 0.697], [0.071, -0.447, -0.416], [-0.244, -0.564, 0.589], [-0.651, 0.017, -0.145], [-0.547, 0.823, 0.043], [-0.350, -0.918, -0.438], [-0.080, -0.097, 0.036], [0.174, -0.872, -0.120], [0.694, 0.462, 0.051], [-1.690, 1.161, 1.660], [-1.420, 0.365, -0.241], [2.170, 1.184, -0.365], [0.716, 0.698, 1.226], [-1.592, 3.378, 1.708], [3.127, 2.685, -1.226], [-0.685, 0.402, -0.574], [7.012, 2.127, 8.482], [0.206, 1.579, 0.253], [0.530, -0.123, 2.177], [4.242, 2.910, 0.005], [-0.684, 0.200, 1.072], [-0.720, -0.148, 0.485], [-0.661, 0.826, 0.517], [0.539, 0.358, 0.231], [-0.433, -0.613, 0.227], [-0.326, 0.260, -0.488], [0.354, -0.077, 0.051], [1.899, 1.481, 2.481]],
  "relative_energy_kj_mol": 3556.74,
  "e_homo_ev": -5.2,
  "gap_ha": 0.2056,
  "largest_force_ev_per_a": 16.10
}